[1]
The following is a quantum chemistry calculation of a molecular structure, C31H36FN8O8RhS at a distorted geometry, from the OMol25 dataset.

Its HOMO energy (alpha / beta) is -6.9214 / -8.2698 eV. As for the spin multiplicity: 5. The lowest unoccupied orbital energy (alpha / beta) comes out at -0.6 / -2.9 eV. For the energy, the calculation gives -77584.193 eV. The relative energy (zero: lowest compared OMol25 entry of this formula, charge and spin) is 169.83 kcal/mol. Its expectation value of S² is 6.0454. The net charge is 0.

Structure (XYZ):
```
86
C31H36FN8O8RhS the ωB97M-V functional and the def2-TZVPD basis
Rh -0.0327 0.1624 0.0347
S -1.5668 1.5549 0.7885
C -2.9600 0.7255 0.1747
N -4.1762 1.1914 0.3010
N -5.0716 0.2027 0.0532
C -6.1810 0.0040 0.7881
C -6.8655 -1.2799 0.7219
C -7.6440 -1.6387 1.8085
C -7.9141 -0.7174 2.8181
C -7.4569 0.5820 2.7265
C -6.6074 0.9529 1.6875
N -2.7795 -0.5133 -0.2703
N -1.5722 -0.9894 -0.3159
C -1.2520 -2.2231 -0.7928
C -2.2165 -2.9748 -1.4891
C -2.2241 -4.3114 -1.9880
C -1.2034 -5.0065 -2.6373
C 0.6450 -4.1014 -0.8842
C 0.2245 -2.6178 -0.8331
H -4.7664 -0.6235 -0.4853
H -6.6229 -1.9564 -0.1438
H -8.1691 -2.6001 1.8732
H -8.4026 -1.0874 3.7247
H -7.9038 1.3499 3.4069
H -6.0591 1.8847 1.7507
H -3.1360 -2.4134 -1.7955
H -3.1483 -4.9073 -1.9466
H -1.3572 -6.0341 -3.0278
H 1.7420 -4.1279 -1.0206
H 0.7165 -2.1310 -1.6905
C 1.0562 5.4968 -3.0596
C 0.1297 5.9791 -1.9221
O 0.5597 5.3979 -0.6556
C 0.2400 6.3485 0.4625
C 0.8212 5.7123 1.7220
H 0.7169 5.8776 -3.9946
H 1.1410 4.4323 -3.1009
H 2.0570 5.8980 -2.9029
H -0.8822 5.6665 -2.1523
H 0.1921 7.0794 -1.7951
H -0.8364 6.4111 0.5032
H 0.6805 7.3721 0.2580
H 0.3532 4.7203 1.8789
H 0.6588 6.3925 2.5653
H 1.9223 5.6274 1.7081
F 2.8319 -7.3529 0.7232
C 1.8425 -6.7145 0.0276
C 0.9346 -5.9497 0.7917
N 0.3770 -4.7344 0.4713
C -0.1698 -3.8824 1.4892
C 0.7881 -2.7143 1.5961
O 1.5095 -2.4758 2.5382
O 0.8934 -1.9758 0.3192
C 0.1688 -5.0192 -2.0300
O -0.0713 -4.3273 -3.2247
N 0.8263 -6.2125 -2.1483
C 1.8763 -6.8423 -1.4531
O 2.7675 -7.3607 -2.0830
H 0.6292 -6.2957 1.7576
H -0.2194 -4.3917 2.5056
H -1.1210 -3.4439 1.1558
H 0.8557 -6.4142 -3.1307
C 3.5485 4.3083 -0.3374
C 4.0373 3.4124 0.7823
C 3.8244 1.9037 0.6073
C 4.4943 1.2693 1.8131
C 4.5092 -0.2571 1.7452
C 4.5464 1.4602 -0.6765
O 5.7690 1.6130 -0.9012
N 3.7092 0.8561 -1.6055
C 2.3899 0.4654 -1.5142
O 1.9270 -0.3618 -2.2755
N 1.7611 0.9257 -0.4359
C 2.3290 1.4912 0.6858
O 1.6317 1.6345 1.6817
H 3.6080 5.3814 -0.0446
H 2.5113 4.1188 -0.5619
H 4.0659 4.1153 -1.3067
H 3.5431 3.7849 1.7393
H 5.1027 3.5624 0.9102
H 4.0420 1.6323 2.7432
H 5.5029 1.5418 1.8932
H 3.6197 -0.6972 1.2595
H 4.3946 -0.6654 2.7901
H 5.3599 -0.6782 1.3062
H 4.2053 0.5232 -2.4554
```

***

[2]
The following is a quantum chemistry calculation of 2 unconnected molecules or ions with the total composition C31H36N5O at a distorted geometry, from the OMol25 dataset.

Its HOMO energy is -9.9668 eV. As for the spin multiplicity: 1. The lowest unoccupied orbital energy comes out at -4.3 eV. For the energy, the calculation gives -42221.240 eV. The relative energy (zero: lowest compared OMol25 entry of this formula, charge and spin) is 45.16 kcal/mol. The net charge is +1.

Structure (XYZ):
```
73
C31H36N5O the ωB97M-V functional and the def2-TZVPD basis
C 2.1632 0.6443 2.0576
C 1.9397 -0.4471 2.8630
N 1.7474 -1.3142 3.6395
N 2.1906 0.5216 0.6853
C 2.2471 1.6615 -0.0971
C 2.4956 1.5719 -1.4473
C 2.6581 0.3212 -2.0544
C 2.5038 -0.8214 -1.2694
C 2.2573 -0.7273 0.0885
H 2.2043 1.6519 2.4716
H 2.1349 2.5990 0.4467
H 2.5710 2.4974 -2.0128
H 2.8995 0.2456 -3.1099
H 2.5898 -1.8215 -1.6887
H 2.1817 -1.6044 0.7326
C 5.9299 -2.8732 10.0378
N 5.0944 -2.5868 8.8961
C 3.8773 -3.1829 8.7207
O 3.3800 -4.0297 9.4591
C 3.2812 -2.6050 7.4380
C 2.0713 -1.6889 7.6660
C 0.8985 -2.4105 8.2878
C 0.0257 -3.1450 7.4788
C -0.9840 -3.9141 8.0638
C -1.1323 -3.9260 9.4566
C -0.2925 -3.1438 10.2614
C 0.6967 -2.3589 9.6702
N 4.4284 -1.8959 6.8631
C 4.3308 -1.3002 5.6605
C 5.3496 -0.5690 5.0707
C 5.2740 0.0654 3.8347
C 6.3898 0.7517 3.2590
C 6.2991 1.3509 1.9716
C 7.3640 2.0280 1.4126
C 8.5923 2.1530 2.1111
N 9.6649 2.8647 1.5603
C 9.9730 4.2239 1.9629
C 10.7717 2.1919 0.9098
C 8.7085 1.5572 3.3831
C 7.6430 0.8709 3.9390
C 5.5843 -1.8201 7.7596
C 5.9245 -0.3949 8.2183
C 6.8380 -2.4919 7.1787
H 5.3469 -3.4287 10.7760
H 6.8093 -3.4625 9.7452
H 6.2830 -1.9347 10.4799
H 2.9876 -3.4409 6.7772
H 2.4003 -0.8582 8.3077
H 1.7932 -1.2797 6.6868
H 0.1554 -3.1188 6.3940
H -1.6465 -4.5078 7.4305
H -1.9085 -4.5391 9.9180
H -0.3985 -3.1499 11.3486
H 1.3435 -1.7252 10.2804
H 3.3764 -1.4458 5.1431
H 6.2832 -0.4882 5.6230
H 4.3348 0.0148 3.2870
H 5.3571 1.2703 1.4275
H 7.2924 2.4911 0.4286
H 9.1349 4.6538 2.5225
H 10.8814 4.2576 2.5838
H 10.1600 4.8277 1.0645
H 10.5112 1.1465 0.7102
H 10.9907 2.7030 -0.0374
H 11.6787 2.2304 1.5325
H 9.6577 1.6583 3.9177
H 7.7919 0.4296 4.9251
H 5.0783 0.0328 8.7730
H 6.8048 -0.4365 8.8743
H 6.1544 0.2560 7.3727
H 6.6372 -3.5607 7.0213
H 7.1306 -2.0479 6.2264
H 7.6653 -2.3725 7.8907
```

***

- The lowest spin multiplicity belongs to which entry?
  C31H36N5O

***

- Which formula does entry 2 have?
  C31H36N5O

***

- What is the relative energy (zero: lowest compared OMol25 entry of this formula, charge and spin) in the second record?
  45.16 kcal/mol